Entry 1:
Here is a 2-piece molecular cluster, C2H4F2S overall from OMol25. Energies are from ωB97M-V with the def2-TZVPD basis set.

Cartesian coordinates (Å):
C (1.8997, 0.0432, 0.0917)
C (-1.3649, -0.6056, 0.1276)
F (-2.1105, -1.3548, 0.8977)
F (-1.3763, -1.0722, -1.2009)
S (-2.0137, 1.1337, 0.2272)
H (2.2744, -0.9247, 0.2907)
H (2.0923, 0.4254, -0.9551)
H (1.6228, 0.7661, 0.8494)
H (-1.0237, 1.5890, -0.3282)

Atomic forces in eV per Å
0.059 1.459 -1.882
-0.868 1.493 -2.245
0.126 -0.706 -0.049
0.098 0.336 2.309
-2.533 -2.735 1.903
0.130 -0.724 0.493
-0.425 -0.451 1.416
0.051 -0.325 0.015
3.362 1.653 -1.961

The molar mass is 98.1 g mol⁻¹. Its maximum force is 0.0822 hartree/bohr. The value obtained for the electronic energy is -18404.5026 eV. The orbital gap (spin up / spin down) is 8.301 / 9.224 eV. As for the total charge: 0. As for the LUMO energy (spin up / spin down): -0.82 / -0.06 eV.

Results of the Mulliken charge analysis, in e, for atoms 1 through 2: -0.92, 0.34

---

Entry 2:
Here is a 2-piece molecular cluster, C2H4FI overall from OMol25. Energies are from ωB97M-V with the def2-TZVPD basis set.

Cartesian coordinates (Å):
C (-0.5884, 1.2509, -0.6801)
C (0.4045, -0.9923, 0.6972)
F (1.4929, -0.3469, 1.0538)
I (0.7923, -2.5158, -0.6638)
H (0.4551, 1.4600, -0.7722)
H (-1.1642, 0.4201, -1.0978)
H (-1.0468, 1.9040, 0.0902)
H (-0.3455, -1.1800, 1.3727)

Atomic forces in eV per Å
-0.870 0.060 1.539
1.053 0.208 -2.771
0.399 0.303 0.758
-0.144 0.090 0.070
0.405 -0.397 -0.666
0.543 0.588 -0.119
-0.026 -0.664 -0.682
-1.360 -0.187 1.870

The molar mass is 174.0 g mol⁻¹. Its maximum force is 0.0578 hartree/bohr. The value obtained for the electronic energy is -12952.6224 eV. The orbital gap (spin up / spin down) is 8.796 / 8.522 eV. As for the total charge: 0. As for the LUMO energy (spin up / spin down): -0.01 / 0.15 eV.

Results of the Mulliken charge analysis, in e, for atoms 1 through 2: -0.90, -0.38